ORCA calculation (ωB97M-V/def2-TZVPD) on a 2-piece molecular cluster, C2H4FPS overall.

The calculation puts the relative energy (zero: lowest compared OMol25 entry of this formula, charge and spin) at 387.1 kJ/mol. Its molar mass is 110.09 u. Its total charge is 0. The value obtained for the HOMO-LUMO gap (alpha / beta) is 8.12 / 7.12 eV. The HOMO energy (alpha / beta) comes out at -0.3277 / -0.3153 hartree. As for the total energy: -24974.948 eV.

Each atom is followed by the atoms it is bonded to, with distances in Å.
Geometry (Å):
1 C 0.7883 -1.9083 -0.0024  F3 1.316, P4 1.680
2 C -1.0282 1.4896 0.3067  S5 1.806, H6 1.170, H7 0.995, H8 1.103
3 F 0.4533 -2.8319 0.8738  C1 1.316
4 P 1.3974 -1.7794 -1.5625  C1 1.680, H9 1.381
5 S 0.2048 0.6425 1.3179  C2 1.806
6 H -2.0298 1.2196 0.8474  C2 1.170
7 H -0.8700 1.0916 -0.5916  C2 0.995
8 H -0.7750 2.5558 0.4295  C2 1.103
9 H 1.8592 -0.4796 -1.6189  P4 1.381